Entry 1:
This record from the OMol25 dataset describes C34H37As2ClNPtSi as an isolated structure. The level of theory is ωB97M-V with the def2-TZVPD basis set.

Structure (XYZ):
```
77
C34H37As2ClNPtSi | the OMol25 dataset | ωB97M-V with the def2-TZVPD basis set
Pt -0.3434 0.7941 0.0413
C 0.3247 -2.5620 0.9250
C 1.4882 -1.7947 1.5411
As 1.8957 -0.2762 0.3797
C 2.6371 -1.1592 -1.1673
C 1.8158 -1.3577 -2.2736
C 2.2965 -2.0451 -3.3803
C 3.5972 -2.5277 -3.3826
C 4.4199 -2.3240 -2.2820
C 3.9421 -1.6421 -1.1734
C 3.4082 0.6124 1.1690
C 3.8810 1.7568 0.5295
C 4.9744 2.4376 1.0398
C 5.5936 1.9839 2.1974
C 5.1176 0.8527 2.8437
C 4.0248 0.1646 2.3317
As -1.1632 -1.3760 0.3990
C -1.8969 -2.2734 -1.1321
C -2.0560 -3.6569 -1.1339
C -2.5566 -4.2927 -2.2599
C -2.8899 -3.5509 -3.3854
C -2.7173 -2.1741 -3.3902
C -2.2204 -1.5343 -2.2640
C -2.3943 -1.5799 1.8635
C -2.1875 -0.7799 2.9834
C -3.0373 -0.8856 4.0742
C -4.0993 -1.7789 4.0395
C -4.3094 -2.5689 2.9183
C -3.4564 -2.4737 1.8275
H -0.0738 -3.3068 1.6144
H 0.6436 -3.0759 0.0158
H 2.3642 -2.4364 1.6447
H 1.2282 -1.3966 2.5244
H 0.7991 -0.9769 -2.2721
H 1.6552 -2.2026 -4.2378
H 3.9737 -3.0611 -4.2453
H 5.4358 -2.6963 -2.2886
H 4.5892 -1.4789 -0.3188
H 3.4053 2.1082 -0.3813
H 5.3461 3.3197 0.5349
H 6.4493 2.5132 2.5949
H 5.6000 0.4999 3.7455
H 3.6672 -0.7208 2.8423
H -1.7909 -4.2449 -0.2626
H -2.6845 -5.3670 -2.2599
H -3.2808 -4.0493 -4.2624
H -2.9733 -1.5973 -4.2692
H -2.0821 -0.4589 -2.2620
H -1.3767 -0.0585 2.9948
H -2.8793 -0.2631 4.9450
H -4.7693 -1.8535 4.8856
H -5.1432 -3.2577 2.8884
H -3.6390 -3.0793 0.9490
C -2.7133 2.5888 -1.8109
Si -2.5296 1.7511 -0.1308
C -2.6601 3.0875 1.1920
C -4.0410 0.6558 0.0945
H -3.7023 3.0507 -1.8764
H -2.6289 1.8864 -2.6438
H -1.9770 3.3801 -1.9639
H -3.6643 3.5199 1.1808
H -1.9533 3.9047 1.0323
H -2.4924 2.6800 2.1920
H -4.9259 1.2558 -0.1366
H -4.1390 0.3101 1.1250
H -4.0623 -0.2182 -0.5593
Cl 1.8190 5.7482 1.7434
C 1.4095 4.7383 0.4129
C 1.7105 5.1122 -0.8850
C 1.3550 4.2525 -1.9110
C 0.7196 3.0642 -1.6094
N 0.4330 2.7134 -0.3484
C 0.7703 3.5337 0.6504
H 2.2073 6.0525 -1.0805
H 1.5659 4.4988 -2.9417
H 0.4236 2.3659 -2.3795
H 0.5234 3.2206 1.6551
```

## Properties
LUMO energy: -2.55 eV
Max |F|: 0.2 eV Å⁻¹
DFT total energy: -6712.9969 a.u.
Frontier orbital gap: 0.2977 Eh
Spin multiplicity: 1
Net charge: +1
Highest occupied orbital energy: -10.6513 eV



Entry 2:
This record from the OMol25 dataset describes C34H37BClF6IN10NaO8S3 as an isolated structure at a distorted geometry. The level of theory is ωB97M-V with the def2-TZVPD basis set.

Structure (XYZ):
```
102
C34H37BClF6IN10NaO8S3 | the OMol25 dataset | ωB97M-V with the def2-TZVPD basis set
Na 1.0056 -0.6277 0.9821
C 0.6720 0.4717 -4.1649
C -0.4396 0.3769 -3.1654
C -1.4485 1.3203 -2.8883
C -2.1867 0.7389 -1.8851
N -1.6431 -0.4624 -1.6129
N -0.5650 -0.6955 -2.3986
B -2.2378 -1.5404 -0.6946
N -2.6429 -0.9266 0.6619
C -3.8257 -0.3355 0.9480
C -3.7419 0.2044 2.2063
C -2.4347 -0.1001 2.6320
C -1.8028 0.2819 3.9292
N -1.7717 -0.7656 1.6965
N -1.2649 -2.7361 -0.5853
C -1.4552 -3.9584 -1.1197
C -0.3491 -4.7262 -0.8357
C 0.4955 -3.8689 -0.1043
C 1.8516 -4.1814 0.4368
N -0.0640 -2.6718 0.0371
N -3.5441 -2.1020 -1.3438
C -4.4832 -2.8652 -0.7461
C -5.3154 -3.3607 -1.7249
C -4.7860 -2.8370 -2.9246
C -5.2791 -3.0271 -4.3263
N -3.7178 -2.0930 -2.6863
H 0.6115 1.4147 -4.7123
H 1.6532 0.4145 -3.6840
H 0.6234 -0.3414 -4.8924
H -1.5887 2.2941 -3.3301
H -3.0455 1.0976 -1.3370
H -4.6344 -0.3383 0.2342
H -4.4962 0.7640 2.7375
H -2.2288 1.2214 4.2857
H -1.9597 -0.4808 4.6962
H -0.7348 0.4434 3.7995
H -2.3527 -4.1886 -1.6724
H -0.1714 -5.7546 -1.1082
H 1.9383 -5.2500 0.6446
H 2.6388 -3.9084 -0.2714
H 2.0427 -3.6459 1.3612
H -4.4805 -3.0035 0.3241
H -6.1802 -3.9943 -1.5961
H -6.2121 -3.5935 -4.3345
H -5.4590 -2.0656 -4.8114
H -4.5487 -3.5676 -4.9323
F 4.6090 -3.7093 1.8448
C 5.1593 -2.5526 1.4750
F 6.3229 -2.4149 2.1136
F 5.3895 -2.5838 0.1626
S 4.0702 -1.1067 1.8181
O 3.0267 -1.1685 0.8121
O 4.9541 0.0176 1.7784
N 3.5868 -1.5206 3.2609
S 2.3416 -0.8419 3.9409
O 1.5557 -0.0667 2.9986
O 2.6459 -0.2721 5.2137
C 1.3147 -2.3207 4.3382
F 0.4576 -2.0194 5.3104
F 2.0844 -3.3329 4.7539
F 0.6426 -2.7010 3.2577
O -5.5565 7.4891 3.1554
C -4.1896 7.5444 3.1781
O -3.6776 8.5768 3.5311
C -3.4655 6.3258 2.7673
C -4.0823 5.1714 2.2667
C -3.3500 4.0637 1.8947
C -1.9379 4.0340 1.9952
S -1.0291 2.6484 1.5216
C -1.3318 5.2048 2.5136
C -2.0696 6.3096 2.8790
H -5.8196 6.5997 2.8982
H -5.1607 5.1077 2.1340
H -3.8486 3.1816 1.5076
H -0.2527 5.2089 2.6164
H -1.5771 7.1931 3.2669
O 2.6423 3.0375 2.1458
H 2.1111 2.9072 1.3487
H 2.3819 2.2736 2.6777
Cl 8.2430 -0.6745 -2.3857
C 6.5408 -1.0738 -2.4086
C 5.6330 -0.2474 -1.7546
C 4.2908 -0.5674 -1.7726
C 3.8213 -1.7297 -2.4359
C 2.4605 -2.0756 -2.4104
C 4.7827 -2.5456 -3.0810
C 6.1239 -2.2225 -3.0720
H 5.9813 0.6237 -1.2127
H 3.5832 0.0528 -1.2308
H 2.1180 -3.0055 -2.8522
H 1.7003 -1.4435 -1.9606
H 4.4501 -3.4462 -3.5862
H 6.8535 -2.8532 -3.5641
N 0.4536 3.3413 -1.1014
C 1.5215 2.5620 -1.3051
O 1.7431 1.5475 -0.6538
C 2.4663 2.9452 -2.4364
I 3.3034 4.9019 -2.2304
H -0.1271 3.1466 -0.2746
H 0.4181 4.2501 -1.5271
H 1.9536 2.9476 -3.3924
H 3.2971 2.2526 -2.4523
```

## Properties
LUMO energy: 3.35 eV
Max |F|: 1.6 eV Å⁻¹
DFT total energy: -5206.4359 a.u.
Frontier orbital gap: 0.2158 Eh
Spin multiplicity: 2
Net charge: -2
Highest occupied orbital energy: -2.5247 eV